This record from the OMol25 dataset describes a 2-piece molecular cluster, C6H7F2I overall at a distorted geometry. The level of theory is ωB97M-V/def2-TZVPD.

Computed properties:
Spin multiplicity: 3
Largest force on an atom, eV/A: 4.94
Kohn-Sham gap (spin up / spin down), eV: 6.324 / 7.046
HOMO level (spin up / spin down), Eh: -0.211 / -0.348
Molecular weight, g/mol: 244.0
E_LUMO (spin up / spin down), eV: 0.60 / -2.41

Structure (XYZ):
```
16
Properties=species:S:1:pos:R:3:forces:R:3
H -1.85117 1.16619 0.60502 -0.545 -0.225 -0.066
H 1.23204 -1.36726 -2.14233 0.129 0.843 0.256
C 0.79668 -0.31900 -0.31792 -1.714 0.167 0.544
H -0.24134 1.20551 2.42542 -0.269 0.102 -0.609
F 2.85835 -1.37378 1.41667 -0.720 0.871 -0.522
I 4.37548 0.22094 -0.43824 0.749 0.182 -0.821
F 2.65199 0.77734 1.80312 -0.435 -1.512 -1.370
H -0.23067 -0.48323 2.49079 0.556 -3.569 2.649
H -2.27819 -0.56555 0.79885 -1.135 -1.707 0.005
C -1.55443 0.16110 0.89997 0.930 2.839 -0.703
C 2.70936 -0.19275 0.79009 2.830 0.745 3.983
C -0.48431 0.27441 1.90743 0.255 2.675 -0.562
H 1.53621 0.51503 -2.16105 -1.102 -1.845 0.653
H -0.11725 -0.24973 -1.94730 -1.097 0.266 -1.421
C 0.91562 -0.38146 -1.73148 1.448 0.441 -1.910
C -0.10389 0.01843 0.52055 0.121 -0.274 -0.105
```
Forces are in eV/Å.

Mulliken population analysis, charges in e, atoms 1 to 6: H 0.20; H 0.28; C 0.04; H 0.18; F -0.18; I 0.04